Entry 1:
Formula: C20H60N6O10
Source: the Open Molecules 2025 dataset
Level of theory: the ωB97M-V functional and the def2-TZVPD basis

Geometry as XYZ:
```
96
Properties=species:S:1:pos:R:3:forces:R:3:mulliken_charge:R:1
N 0.136 -1.500 0.781 0.650 -6.856 2.018 1.34
C 0.076 -0.320 0.376 3.984 4.488 -5.921 -0.46
N -0.601 0.575 1.034 -0.781 2.934 -0.189 0.51
O 0.839 -0.029 -0.713 -3.327 -0.038 3.417 -0.13
H 0.744 -2.064 0.110 -0.145 0.659 1.694 -0.30
H -0.097 -1.855 1.755 0.468 1.024 -1.901 -0.76
H -0.585 1.577 0.697 -0.205 -1.370 0.442 0.83
H -1.221 0.305 1.775 -0.534 0.050 0.238 -0.06
N -4.205 -2.884 -0.009 -4.925 -2.325 -1.544 -0.24
C -3.135 -2.344 0.441 2.016 1.424 4.527 0.18
N -2.137 -2.447 -0.392 4.739 1.402 -0.062 0.35
O -3.037 -1.858 1.689 -0.421 -1.233 -4.364 -0.83
H -4.967 -3.036 0.625 -0.177 0.197 0.087 0.31
H -4.280 -3.396 -0.912 0.417 0.860 1.294 0.19
H -1.192 -2.097 0.012 -1.959 -0.651 -0.929 -0.77
H -2.089 -2.755 -1.361 -0.800 0.026 0.630 0.36
N -0.623 -1.718 3.684 3.117 4.621 2.919 -0.25
C -0.339 -2.973 3.567 5.445 -4.385 5.327 0.24
N -1.227 -3.537 2.858 -0.987 -6.228 -1.967 -0.04
O 0.692 -3.676 4.258 -5.020 3.965 -3.780 -0.79
H 0.032 -1.298 4.379 -0.989 0.181 -1.053 0.15
H -1.401 -1.176 3.326 -0.274 -0.411 0.156 0.25
H -1.228 -4.563 2.902 0.037 0.822 -0.303 0.27
H -2.035 -3.079 2.548 -1.415 0.979 -0.562 0.24
C 2.250 -1.344 -4.995 0.904 2.208 -0.413 -1.69
C 2.227 -0.389 -3.774 1.292 3.680 -7.887 1.05
C 1.167 0.693 -3.885 -0.586 0.583 -0.494 -1.38
O 2.291 -0.964 -2.662 -0.822 -4.213 6.840 -0.53
H 2.075 -0.736 -5.901 -0.107 -0.391 0.278 0.38
H 1.483 -2.014 -4.842 -1.943 -1.676 -0.023 0.42
H 3.162 -1.904 -5.185 0.289 0.098 0.493 0.33
H 3.114 0.201 -3.833 1.400 0.840 -0.866 0.14
H 1.256 1.427 -4.695 0.562 -0.465 -0.135 0.49
H 1.141 1.286 -2.996 0.354 0.410 0.911 0.10
H 0.157 0.370 -3.949 -1.016 -0.960 -0.217 0.46
H 1.635 -0.525 -2.103 -0.158 -0.508 1.431 0.19
C -0.281 5.562 0.380 -0.533 1.238 1.517 -1.85
C -0.093 4.158 0.925 5.021 6.314 5.098 1.03
C -0.517 4.041 2.354 -0.953 -0.606 2.080 -1.18
O -0.675 3.282 0.276 -6.399 -7.274 -6.326 -0.50
H -1.296 6.049 0.457 0.714 -1.034 -0.147 0.32
H 0.064 5.553 -0.609 0.217 0.160 -1.843 0.52
H 0.383 6.270 0.880 0.101 -0.152 0.172 0.43
H 0.952 3.868 0.821 1.114 1.059 0.742 -0.19
H -0.349 3.000 2.792 0.086 1.514 -0.677 -0.05
H -1.597 4.258 2.465 0.095 -0.366 -0.496 0.42
H -0.128 4.810 3.029 0.696 -0.315 -0.222 0.49
H -0.635 3.442 -0.674 -0.066 -0.247 -0.020 0.23
C 3.430 2.522 2.139 0.520 1.113 -0.065 -1.71
C 2.455 1.455 1.733 6.089 -0.374 -6.664 1.97
C 3.174 0.097 1.470 2.359 1.477 -0.359 -1.29
O 1.551 1.216 2.531 -8.535 -1.255 8.484 -0.57
H 3.958 2.315 3.063 -0.033 -0.561 0.343 0.54
H 2.998 3.535 2.321 0.015 -0.691 -0.573 0.24
H 4.213 2.565 1.369 -0.267 0.343 0.129 0.25
H 1.947 1.691 0.799 0.792 0.759 -0.935 -0.31
H 4.022 -0.009 2.174 -0.190 0.000 -0.347 0.45
H 3.534 0.060 0.445 0.356 -0.196 -0.017 0.12
H 2.565 -0.745 1.621 -1.177 -0.902 0.197 0.10
H 0.778 0.813 2.078 0.732 0.487 0.754 -0.05
C 0.901 -4.580 0.491 -1.037 0.500 -1.652 -1.42
C 1.586 -3.931 -0.721 -1.884 -10.289 -0.280 0.17
C 0.692 -3.819 -1.865 -2.368 -1.442 -1.909 -0.41
O 2.094 -2.848 -0.444 4.052 9.609 2.861 -0.34
H -0.143 -4.238 0.545 0.235 -0.031 0.178 0.10
H 1.406 -4.337 1.383 0.640 0.024 1.209 0.37
H 0.867 -5.630 0.280 0.016 -0.699 0.313 0.57
H 2.465 -4.581 -0.967 -0.777 -0.842 -0.277 0.50
H 1.259 -3.829 -2.777 0.166 0.239 -0.655 0.38
H 0.123 -2.896 -1.827 -0.026 0.351 0.006 -0.38
H -0.058 -4.647 -1.950 0.659 0.457 0.125 0.43
H 2.447 -2.520 -1.263 0.700 1.485 -0.531 0.27
C -4.496 0.282 -1.545 1.115 -1.788 -0.950 -1.33
C -3.386 0.746 -2.566 -0.174 4.918 9.923 -0.19
C -1.961 0.861 -1.977 0.021 -0.415 -1.258 0.13
O -3.320 0.070 -3.585 0.289 -6.171 -8.653 -0.44
H -5.481 0.149 -2.021 0.276 0.297 -0.079 0.47
H -4.583 0.937 -0.717 -0.078 0.683 0.836 0.33
H -4.199 -0.727 -1.194 -0.283 0.585 0.023 0.27
H -3.715 1.730 -2.795 -0.056 1.846 -0.092 0.32
H -1.402 -0.121 -1.880 -0.987 1.117 0.299 -0.22
H -1.952 1.495 -1.109 0.142 -0.146 0.578 -0.01
H -1.414 1.386 -2.779 0.032 -0.059 0.371 0.15
H -4.150 0.218 -4.017 -0.570 -0.596 -1.219 0.44
C -1.933 1.415 4.350 -0.072 0.307 0.396 -0.81
O -2.333 0.563 3.331 0.058 -1.090 -1.689 -0.35
H -0.863 1.582 4.325 0.221 -0.111 -0.290 0.24
H -2.167 0.927 5.268 -0.213 0.084 1.150 0.33
H -2.436 2.354 4.228 -0.163 0.710 0.373 0.33
H -3.281 0.574 3.161 0.144 0.018 0.178 0.18
C 3.436 2.041 -1.483 -1.241 -0.096 -0.283 -0.44
O 2.679 3.175 -1.034 -0.497 0.009 -0.346 -0.53
H 3.722 2.157 -2.520 0.052 -0.013 -0.384 0.32
H 2.916 1.080 -1.336 -0.007 0.522 -0.086 -0.13
H 4.316 2.004 -0.899 0.958 0.133 0.678 0.45
H 1.824 3.223 -1.505 0.823 -0.342 0.216 0.29
```
Positions in Å, forces in eV/Å.

LUMO level	0.1	eV
net charge	0
gap between HOMO and LUMO	8.610	eV
E	-51122.144	eV
SMILES string	NC(N)=O.NC(N)=O.NC(N)=O.CC(C)O.CC(C)O.CC(C)O.CC(C)O.CC(C)O.CO.CO
relative energy (zero: lowest compared OMol25 entry of this formula, charge and spin)	7.038	eV

***

Entry 2:
Formula: C20H60O10
Source: the Open Molecules 2025 dataset
Level of theory: the ωB97M-V functional and the def2-TZVPD basis

Geometry as XYZ:
```
90
Properties=species:S:1:pos:R:3:forces:R:3:mulliken_charge:R:1
C 1.452 -22.839 -9.353 0.617 -0.856 0.424 -1.31
C 1.995 -21.732 -8.492 -1.991 0.572 -0.109 0.57
C 0.925 -20.651 -8.391 0.767 0.700 -0.165 -1.24
O 2.313 -22.127 -7.168 0.070 -0.114 -0.196 -0.52
H 1.246 -22.436 -10.345 0.231 -0.428 -0.118 0.36
H 0.564 -23.341 -8.967 -0.297 0.518 0.226 0.35
H 2.196 -23.634 -9.306 0.207 -0.214 -0.912 0.37
H 2.836 -21.263 -9.003 0.422 -0.153 0.119 0.14
H 1.368 -19.933 -7.701 -0.697 0.312 0.203 0.31
H -0.090 -20.962 -8.143 0.288 -0.320 0.560 0.29
H 0.811 -20.152 -9.354 0.222 0.085 -0.132 0.37
H 2.747 -22.982 -7.216 0.143 -0.103 0.108 0.31
C -0.070 -23.466 -0.305 0.432 -0.664 0.289 -1.22
C -1.125 -23.056 -1.298 -0.601 0.734 -0.664 0.63
C -0.946 -23.589 -2.752 0.185 0.289 1.135 -1.22
O -2.378 -23.492 -0.768 -0.511 -0.882 -0.320 -0.57
H -0.466 -23.276 0.692 0.074 -0.114 0.075 0.32
H 0.938 -23.050 -0.319 -0.148 0.442 -0.562 0.33
H 0.067 -24.540 -0.430 -0.050 -0.194 0.287 0.29
H -1.314 -21.982 -1.286 1.048 0.447 -0.569 0.20
H 0.092 -23.472 -3.062 0.036 0.189 -0.006 0.33
H -1.584 -23.063 -3.462 -0.062 -0.090 0.123 0.24
H -1.145 -24.661 -2.786 -0.216 -0.005 0.090 0.34
H -2.587 -22.874 -0.063 -0.233 -0.103 0.140 0.30
C -8.540 -16.227 2.470 0.449 0.416 -0.261 -1.27
C -8.137 -15.245 1.317 -0.017 -1.053 0.132 0.61
C -7.194 -15.916 0.299 0.622 -0.412 -0.517 -1.34
O -9.303 -14.861 0.645 -1.194 -0.055 -0.451 -0.56
H -7.725 -16.411 3.169 0.404 -0.056 -0.329 0.34
H -8.849 -17.183 2.046 0.036 0.036 -0.097 0.31
H -9.334 -15.900 3.141 -0.236 0.507 -0.486 0.35
H -7.743 -14.292 1.670 0.783 -0.319 0.562 0.20
H -6.169 -16.048 0.646 -0.012 0.074 0.206 0.30
H -7.124 -15.471 -0.693 0.078 1.422 0.267 0.39
H -7.492 -16.865 -0.147 -0.624 -0.669 1.150 0.35
H -9.002 -14.317 -0.087 -0.274 0.098 -0.184 0.32
C -4.341 -18.178 -11.661 -1.086 -0.901 0.593 -1.08
C -4.931 -18.194 -13.078 -1.437 2.318 1.220 0.45
C -5.827 -16.930 -13.378 0.306 -0.578 0.296 -1.33
O -3.876 -18.136 -13.946 1.504 -0.278 -1.806 -0.55
H -5.123 -18.411 -10.938 -0.171 0.113 0.184 0.35
H -3.862 -17.259 -11.322 -0.075 0.174 -0.576 0.28
H -3.624 -18.989 -11.535 0.182 -0.045 -0.191 0.28
H -5.523 -19.077 -13.320 -0.233 -0.223 0.559 0.26
H -6.058 -16.882 -14.443 0.087 -0.111 -0.012 0.32
H -5.339 -15.995 -13.101 0.398 -0.120 -0.057 0.32
H -6.775 -16.901 -12.841 -0.006 -0.430 0.128 0.37
H -3.548 -19.038 -13.967 0.531 0.080 -0.324 0.33
C -3.750 -19.911 -5.474 -0.154 -0.507 0.587 -1.16
C -4.676 -19.143 -4.507 -0.207 -0.960 0.121 0.40
C -5.055 -19.941 -3.205 0.650 0.847 -1.002 -1.01
O -4.042 -17.931 -4.165 -0.133 0.563 0.094 -0.47
H -3.975 -20.973 -5.575 -0.402 -0.065 0.105 0.35
H -2.758 -19.896 -5.024 0.249 0.150 -0.210 0.29
H -3.726 -19.517 -6.490 0.053 0.348 0.212 0.27
H -5.586 -18.852 -5.032 -0.101 -0.025 0.058 0.28
H -5.577 -19.279 -2.514 -0.337 -0.064 -0.200 0.28
H -4.131 -20.195 -2.686 0.140 -0.374 -0.053 0.16
H -5.629 -20.838 -3.436 0.030 0.058 0.135 0.35
H -3.308 -18.150 -3.587 0.276 0.120 0.164 0.26
C -4.666 -14.917 -7.704 -0.904 -0.877 -0.488 -0.58
O -4.655 -14.450 -6.371 0.667 0.472 -0.157 -0.52
H -5.661 -15.335 -7.852 -0.048 -0.397 -0.447 0.27
H -4.548 -14.201 -8.518 0.246 0.703 0.674 0.28
H -3.920 -15.693 -7.874 0.072 -0.092 0.034 0.22
H -4.445 -15.240 -5.867 -0.020 0.113 0.439 0.32
C -3.608 -23.621 -9.753 -1.320 -1.151 -0.884 -0.49
O -4.847 -23.394 -9.045 1.095 0.156 0.053 -0.49
H -3.809 -24.428 -10.458 -0.006 -0.254 -0.278 0.29
H -3.382 -22.787 -10.417 0.346 0.318 0.752 0.19
H -2.816 -24.051 -9.140 0.244 0.875 0.232 0.21
H -4.785 -23.973 -8.281 -0.349 0.065 0.135 0.30
C -0.770 -15.895 -2.193 -0.635 0.101 -0.480 -0.63
O -1.117 -17.195 -1.710 0.332 0.514 0.154 -0.45
H -1.672 -15.306 -2.360 -0.137 -0.231 0.086 0.22
H -0.162 -15.330 -1.487 0.219 -0.121 -0.025 0.32
H -0.291 -16.016 -3.165 0.308 0.331 0.014 0.27
H -0.249 -17.538 -1.484 -0.160 -0.642 0.197 0.29
C -9.004 -24.367 -4.350 0.332 -0.670 0.451 -0.44
O -8.610 -25.687 -3.904 0.006 0.531 -0.520 -0.51
H -9.428 -23.840 -3.495 -0.464 0.108 -0.244 0.24
H -8.197 -23.737 -4.723 0.366 -0.280 -0.048 0.20
H -9.690 -24.523 -5.183 -0.227 0.156 0.336 0.21
H -7.735 -25.658 -3.510 -0.006 0.160 0.029 0.30
C -3.796 -19.230 1.736 0.438 0.996 -0.163 -0.41
O -3.887 -20.547 2.176 -0.064 -0.745 0.446 -0.50
H -2.831 -18.781 1.972 0.460 -0.134 -0.256 0.28
H -3.929 -19.238 0.655 -0.162 0.243 0.144 0.12
H -4.482 -18.557 2.251 -0.624 -0.073 -0.304 0.23
H -3.787 -20.520 3.130 -0.022 -0.305 0.077 0.28
```
Positions in Å, forces in eV/Å.

LUMO level	0.2	eV
net charge	0
gap between HOMO and LUMO	10.310	eV
E	-42183.030	eV
SMILES string	CC(C)O.CC(C)O.CC(C)O.CC(C)O.CC(C)O.CO.CO.CO.CO.CO
relative energy (zero: lowest compared OMol25 entry of this formula, charge and spin)	3.768	eV

***

- What is the E in the second record?
  -42183.030 eV

***

- Which of these has the lowest relative energy (zero: lowest compared OMol25 entry of this formula, charge and spin)?
  C20H60O10

***

- Look up the E of the first one.
  -51122.144 eV